Arrangement one

H2NO2P | wB97M-V/def2-TZVPD

Kohn-Sham gap (alpha / beta) = 8.519 / 8.515 eV
2S+1 = 1
total charge = 0
SMILES = O=[N+]([O-])P
lowest unoccupied orbital energy (alpha / beta) = -1.68 / -1.68 eV

Last column: Mulliken charge in e.
Atoms and positions in Å:
O -2.48714 1.26486 0.22480  -0.35
N -1.83083 0.28725 0.01124  0.54
O -2.39216 -1.23436 -0.09698  -0.50
P -0.31106 -0.04718 -0.75598  0.08
H 0.15895 1.38379 -0.30087  0.09
H 0.05097 -0.85633 0.42833  0.15


Arrangement two

H2NO2P | wB97M-V/def2-TZVPD

Kohn-Sham gap = 9.494 eV
2S+1 = 1
total charge = 0
SMILES = NOP=O
lowest unoccupied orbital energy = -0.42 eV

Last column: Mulliken charge in e.
Atoms and positions in Å:
N 0.12980 -0.02497 -0.16992  -0.36
O 0.72838 -0.97811 0.62619  -0.20
P 2.07351 -1.89515 0.41452  0.45
O 2.04302 -2.48283 1.74148  -0.38
H 0.38934 -0.18260 -1.13435  0.24
H 0.47022 0.91932 -0.02737  0.25


Which is most stable, and by how much? arrangement two, by 4.838 eV.


Arrangement one

C17H15NO4S | wB97M-V/def2-TZVPD

Kohn-Sham gap = 8.342 eV
2S+1 = 1
total charge = 0
SMILES = CCc1cc2c(=O)c(-c3csc(C)n3)coc2cc1OC(C)=O
lowest unoccupied orbital energy = -0.01 eV

Last column: Mulliken charge in e.
Atoms and positions in Å:
C -1.62412 -0.64545 4.26433  -1.17
C -0.27299 -1.26612 3.89631  -0.54
C 0.30917 -0.45558 2.78132  0.27
C -0.31599 -0.42820 1.54005  -0.42
C 0.25968 0.22600 0.44614  0.29
C -0.39554 0.27837 -0.86728  0.75
O -1.49326 -0.28267 -0.93774  -0.78
C 0.28013 0.89887 -1.97783  0.10
C -0.18140 0.87586 -3.36283  -0.07
C -1.41629 0.51609 -3.79534  -0.35
S -1.55207 0.55780 -5.53404  -0.19
C 0.09975 1.13032 -5.53916  0.67
C 0.81291 1.54355 -6.80482  -1.07
N 0.68297 1.25388 -4.37538  -0.47
C 1.56147 1.44148 -1.70670  -0.64
O 2.12902 1.49966 -0.43865  -0.47
C 1.47744 0.87485 0.59955  -0.16
C 2.09611 0.86827 1.84099  -0.27
C 1.52889 0.21891 2.90569  0.64
O 2.32113 0.20533 4.04287  -0.53
C 1.98472 1.15477 4.92327  0.67
C 2.85409 1.27599 6.18281  -1.08
O 1.11495 2.00453 4.80062  -0.53
H -1.49666 0.36265 4.62032  0.31
H -2.16153 -1.19915 5.01415  0.40
H -2.26479 -0.59725 3.39628  0.33
H 0.40664 -1.19903 4.76583  0.26
H -0.37943 -2.35475 3.64184  0.33
H -1.30361 -0.90944 1.38886  0.47
H -2.23198 0.19966 -3.15356  0.46
H 0.20645 2.23375 -7.40270  0.32
H 1.01507 0.63852 -7.36286  0.28
H 1.71864 2.08344 -6.58583  0.30
H 2.11103 1.79466 -2.54980  0.55
H 3.07683 1.33138 1.95084  0.45
H 2.34639 0.77451 6.97130  0.28
H 2.92602 2.35153 6.48405  0.33
H 3.87888 0.85175 6.04580  0.29


Arrangement two

C17H15NO4S | wB97M-V/def2-TZVPD

Kohn-Sham gap = 6.740 eV
2S+1 = 1
total charge = 0
SMILES = CCOc1ccc(/C=C2\N=C(c3cccs3)OC2=O)cc1OC
lowest unoccupied orbital energy = -0.84 eV

Last column: Mulliken charge in e.
Atoms and positions in Å:
C -6.54150 -0.75965 3.11395  -1.39
C -5.14191 -0.82778 2.52215  -0.16
O -4.83611 0.46872 2.03263  -0.43
C -3.66820 0.76321 1.42629  0.19
C -3.56740 2.09371 1.00473  -0.48
C -2.45035 2.57425 0.36722  -0.98
C -1.36563 1.72368 0.12090  0.38
C -0.20294 2.21854 -0.54311  -0.47
C 0.93244 1.53989 -0.85860  -0.11
N 1.25005 0.21914 -0.62082  -0.43
C 2.43465 0.04069 -1.10074  0.57
C 3.16456 -1.17983 -1.07474  0.03
C 2.76576 -2.38572 -0.54644  -0.40
C 3.74094 -3.38241 -0.69356  -0.53
C 4.86108 -2.92926 -1.32643  -0.38
S 4.75382 -1.27528 -1.75766  -0.08
O 3.00812 1.14006 -1.67519  -0.41
C 2.08177 2.15359 -1.55133  0.02
O 2.26028 3.26941 -1.95325  -0.61
C -1.45834 0.38903 0.54172  -0.65
C -2.57683 -0.10374 1.18363  1.39
O -2.67844 -1.40748 1.60091  -0.51
C -1.59405 -2.27156 1.35814  -1.03
H -6.82261 -1.73254 3.50629  0.42
H -6.57149 -0.02859 3.91721  0.32
H -7.25514 -0.46309 2.35017  0.32
H -4.41687 -1.12309 3.28791  0.32
H -5.10701 -1.55762 1.70653  0.32
H -4.41340 2.73274 1.20326  0.43
H -2.40720 3.60635 0.05536  0.39
H -0.20891 3.26023 -0.83901  0.46
H 1.80888 -2.52263 -0.07843  0.52
H 3.62205 -4.39300 -0.34684  0.41
H 5.75017 -3.47885 -1.56454  0.45
H -0.61077 -0.24294 0.34104  1.05
H -0.68621 -1.92826 1.86353  0.36
H -1.89643 -3.23420 1.76849  0.33
H -1.39693 -2.37703 0.28692  0.36


Which is most stable, and by how much? arrangement one, by 0.716 eV.


Arrangement one

C7H10N2O | wB97M-V/def2-TZVPD

Kohn-Sham gap = 10.459 eV
2S+1 = 1
total charge = 0
SMILES = [H]/N=C(/O)C[C@]1(CC#C)CN1
lowest unoccupied orbital energy = 0.78 eV

Last column: Mulliken charge in e.
Atoms and positions in Å:
H 2.68964 -0.53892 1.32107  0.24
N 2.82456 0.15322 0.58801  -0.84
C 1.72084 0.73430 0.29249  0.60
O 1.80144 1.58467 -0.72857  -0.51
C 0.34188 0.48876 0.83038  -0.91
C -0.41406 -0.64946 0.15347  0.94
C -1.87265 -0.74102 0.59059  -0.98
C -2.67547 0.41143 0.16741  -0.41
C -3.32731 1.36646 -0.19092  0.01
C 0.25845 -1.91394 -0.22903  -0.64
N -0.09744 -0.91770 -1.24153  -0.59
H 2.82153 1.76903 -0.74728  0.40
H -0.23603 1.41623 0.71196  0.41
H 0.41724 0.26428 1.90351  0.35
H -1.91573 -0.82985 1.68711  0.32
H -2.32263 -1.65846 0.18300  0.32
H -3.83069 2.25194 -0.53638  0.42
H 1.32885 -2.04017 -0.05621  0.31
H -0.32736 -2.83424 -0.17844  0.27
H -0.92104 -1.19642 -1.76938  0.31


Arrangement two

C7H10N2O | wB97M-V/def2-TZVPD

Kohn-Sham gap = 9.440 eV
2S+1 = 1
total charge = 0
SMILES = C=C1CN(C2=NCCO2)C1
lowest unoccupied orbital energy = 0.89 eV

Last column: Mulliken charge in e.
Atoms and positions in Å:
C 0.06710 3.74291 -0.64803  -1.04
C -0.11212 2.42912 -0.35448  0.46
C 0.00167 1.16354 -1.22056  -0.56
N -0.55589 0.41930 -0.16250  0.06
C -0.40412 -0.91024 0.16186  0.51
N -0.46827 -1.40127 1.34414  -0.59
C 0.22584 -2.74368 1.27243  -0.31
C 0.34883 -2.94917 -0.29409  -0.29
O 0.16051 -1.61531 -0.84023  -0.34
C -0.49795 1.48326 0.81655  -0.48
H -0.19594 4.45926 0.13022  0.25
H 0.22075 4.25743 -1.59016  0.30
H -0.56820 1.17059 -2.13566  0.30
H 1.01977 0.93789 -1.48874  0.27
H 1.24831 -2.82375 1.74074  0.20
H -0.43014 -3.49675 1.77641  0.26
H 1.44699 -3.48216 -0.73898  0.22
H -0.52323 -3.67134 -0.65212  0.22
H 0.43037 1.33846 1.39616  0.26
H -1.41428 1.69191 1.48704  0.30


Which is most stable, and by how much? arrangement one, by 0.278 eV.


Arrangement one

C5H24O7 | wB97M-V/def2-TZVPD

Kohn-Sham gap = 7.971 eV
2S+1 = 1
total charge = 0
lowest unoccupied orbital energy = -1.04 eV

Last column: Mulliken charge in e.
Atoms and positions in Å:
O 3.28578 13.72200 43.68700  -0.39
H 3.72884 12.75070 43.65408  0.50
H 2.81667 13.86773 42.80047  0.50
H 2.58136 13.75087 44.29573  0.26
O 1.12734 13.70610 45.18554  -1.03
H 0.25488 13.75533 44.86544  0.16
C 0.32113 16.57508 46.58788  -0.56
O 1.47818 16.41740 45.83330  -0.57
H 0.28637 16.20983 47.72697  0.15
H -0.39554 15.83221 46.27291  0.11
H -0.12611 17.48539 46.54814  0.45
H 1.56873 15.58671 45.52914  0.47
C -1.80961 12.37202 46.96204  -0.41
O -1.18460 13.64683 46.96309  -0.48
H -1.67404 11.94052 47.88234  0.26
H -1.20509 11.78812 46.01942  0.07
H -2.98872 12.45743 46.69282  0.19
H -0.31224 13.51940 46.58063  0.32
C 4.51564 11.23907 46.14474  -0.59
O 4.56355 12.60260 45.89698  -0.57
H 4.68844 11.09739 47.21945  0.32
H 5.50837 10.95416 45.62772  0.26
H 3.49621 10.70118 45.83475  0.20
H 3.71740 12.95783 46.39358  0.46
C 2.07367 12.72568 48.55603  -0.32
O 2.31120 13.78683 47.71861  -0.46
H 1.13288 12.53686 49.02998  0.20
H 2.90778 12.76376 49.40302  0.21
H 2.09747 11.80693 47.78333  0.12
H 1.96546 13.45304 46.82595  0.10
C 0.49190 10.73791 43.54565  -0.64
O 0.89088 11.06686 44.82894  -0.41
H 1.18332 10.04085 42.99068  0.23
H 0.60654 11.70272 42.94004  0.24
H -0.45434 10.17156 43.60811  0.23
H 0.89005 11.92424 44.98930  0.46


Arrangement two

C5H24O7 | wB97M-V/def2-TZVPD

Kohn-Sham gap = 10.478 eV
2S+1 = 1
total charge = 0
SMILES = CCO.CO.CO.CO.O.O.O
lowest unoccupied orbital energy = 0.34 eV

Last column: Mulliken charge in e.
Atoms and positions in Å:
C -3.02848 2.60974 -2.19058  -1.05
C -3.75596 1.27881 -2.46336  -0.19
O -3.14332 0.26705 -1.66085  -0.49
H -3.08214 2.87074 -1.13364  0.25
H -3.47119 3.45971 -2.70987  0.37
H -2.00385 2.57212 -2.56043  0.28
H -3.52822 1.10498 -3.51503  0.26
H -4.83153 1.42942 -2.37091  0.29
H -3.35557 -0.59566 -2.02455  0.28
C 1.46958 -0.81162 0.77062  -0.53
O 1.12437 -1.40300 -0.45058  -0.48
H 2.23430 -1.44509 1.22009  0.20
H 2.01842 0.12900 0.72502  0.28
H 0.65601 -0.74801 1.49324  0.25
H 0.30398 -1.06362 -0.81578  0.29
C 4.63818 -5.28664 0.10575  -0.52
O 3.56489 -5.10692 -0.80481  -0.49
H 5.07659 -6.27804 -0.00830  0.24
H 5.29099 -4.41393 0.12426  0.23
H 4.25142 -5.35899 1.12225  0.24
H 3.32147 -4.18294 -0.89759  0.30
C 0.74392 5.83849 0.64671  -0.49
O 1.90244 6.23944 1.34389  -0.50
H 0.85269 4.75619 0.57677  0.22
H -0.19850 5.95902 1.18093  0.23
H 0.73327 6.25054 -0.36234  0.23
H 2.56868 6.40330 0.67240  0.31
O 0.03062 -6.20673 -3.18993  -0.64
H 0.76632 -5.66673 -2.90120  0.32
H 0.42302 -7.05396 -3.40081  0.32
O -2.85018 0.83076 2.34768  -0.62
H -3.58037 0.42139 2.81186  0.31
H -3.08048 0.75290 1.42186  0.31
O -0.58294 1.18727 5.69511  -0.63
H -1.05553 0.83042 4.94307  0.31
H -0.42290 0.43058 6.25905  0.32


Arrangement three

C5H24O7 | wB97M-V/def2-TZVPD

Kohn-Sham gap = 9.896 eV
2S+1 = 1
total charge = 0
SMILES = CO.CO.CO.CO.CO.O.O
lowest unoccupied orbital energy = 0.31 eV

Last column: Mulliken charge in e.
Atoms and positions in Å:
C -1.89939 -2.57824 0.95155  -0.67
O -2.06403 -1.48901 0.06855  -0.45
H -1.16109 -3.25919 0.52808  0.28
H -1.52422 -2.20091 1.90285  0.15
H -2.84944 -3.09202 1.09825  0.36
H -2.77143 -1.70196 -0.54451  0.29
C 0.94203 -0.25689 3.30436  -0.57
O 0.75747 1.10271 2.82309  -0.52
H 0.25157 -0.57516 4.08543  0.28
H 0.94445 -0.91067 2.43220  0.16
H 1.95155 -0.39938 3.68994  0.30
H 1.61361 1.28981 2.43115  0.29
C 3.43157 -1.15789 0.00998  -0.52
O 2.25486 -1.85412 -0.33668  -0.51
H 3.35353 -0.71175 1.00143  0.14
H 4.19675 -1.91811 0.16703  0.30
H 3.71562 -0.44681 -0.76576  0.25
H 1.59833 -1.17036 -0.48848  0.41
C 0.98904 0.45439 -3.38148  -0.59
O 1.39252 1.37642 -2.43711  -0.52
H 0.00614 0.07536 -3.10158  0.16
H 1.00882 0.88226 -4.38379  0.27
H 1.57601 -0.45502 -3.25289  0.25
H 1.13479 0.88263 -1.65522  0.39
C -2.40332 1.26865 -1.90047  -0.27
O -3.43656 1.64567 -2.76485  -0.58
H -1.49403 1.63233 -2.37904  0.17
H -2.56923 1.70737 -0.91655  0.30
H -2.36887 0.18089 -1.83971  0.09
H -4.21521 1.08668 -2.71163  0.31
O -1.25066 3.20843 2.81499  -0.63
H -0.81330 4.02203 2.56401  0.30
H -0.63644 2.51850 2.56407  0.37
O 0.36906 0.29323 -0.15356  -0.50
H -0.48939 -0.13001 -0.14092  0.26
H 0.45874 0.68012 0.71735  0.24


Which is most stable, and by how much? arrangement three, by 0.061 eV.


Arrangement one

C4H3N3O | wB97M-V/def2-TZVPD

Kohn-Sham gap = 9.446 eV
2S+1 = 1
total charge = 0
SMILES = N#Cc1n[nH]cc1O
lowest unoccupied orbital energy = 0.24 eV

Last column: Mulliken charge in e.
Atoms and positions in Å:
N 2.32728 -2.52414 0.49923  -0.47
C 1.76113 -1.46646 0.40679  0.23
C 0.78874 -0.45380 0.29728  0.23
N 0.76689 0.45544 1.32268  -0.62
N -0.32087 1.22468 1.09465  0.00
C -0.95575 0.86439 -0.08766  -0.54
C -0.18723 -0.11329 -0.72445  0.74
O -0.31417 -0.55781 -1.92016  -0.53
H -0.81044 1.52292 2.09926  0.33
H -1.90928 1.28277 -0.56842  0.28
H -1.14630 -0.23471 -2.41920  0.35


Arrangement two

C4H3N3O | wB97M-V/def2-TZVPD

Kohn-Sham gap = 9.192 eV
2S+1 = 1
total charge = 0
SMILES = O=Cc1nccnn1
lowest unoccupied orbital energy = -0.80 eV

Last column: Mulliken charge in e.
Atoms and positions in Å:
O -1.11792 -2.42057 -0.95809  -0.44
C -1.14966 -1.20863 -1.01830  -0.08
C -0.24801 -0.26876 -0.24642  0.66
N 0.50472 -0.71027 0.71036  -0.43
C 1.21546 0.26931 1.29341  0.04
C 1.08275 1.57481 0.90764  -0.20
N 0.22169 1.94455 -0.05896  -0.43
N -0.44622 0.98793 -0.63546  -0.24
H -1.97931 -0.72173 -1.56758  0.36
H 1.92981 -0.04982 2.04720  0.41
H 1.62824 2.38029 1.45553  0.36


Which is most stable, and by how much? arrangement two, by 0.638 eV.